# C6H14NO

A 2-piece molecular cluster, C6H14NO overall in a non-equilibrium geometry (ωB97M-V/def2-TZVPD, OMol25).

Properties
total charge	-1
energy relative to the best compared isomer or geometry (same formula, charge and spin)	3.923	eV

Atoms and positions in Å:
C -4.16 -0.13 0.44
C -2.69 0.19 0.82
N -1.74 -0.24 -0.15
C -0.99 -1.38 0.39
C 0.85 1.01 -0.71
C 2.06 0.17 -1.02
C 3.25 0.61 -0.13
O 4.24 -0.07 0.09
H -4.63 0.71 -0.06
H -4.78 -0.31 1.32
H -4.24 -1.02 -0.18
H -2.40 -0.20 1.84
H -2.67 1.28 1.02
H -0.37 -1.07 1.32
H -0.18 -1.70 -0.28
H -1.71 -2.20 0.30
H -0.10 0.75 -1.19
H 1.09 2.09 -0.87
H 0.58 1.07 0.34
H 2.22 -0.10 -2.06
H 3.30 1.65 0.24
H 2.30 -0.58 -0.23

Results of the Mulliken charge analysis, in e, for atoms 1 through 5:
1 C -1.176
2 C -0.483
3 N -0.691
4 C -0.960
5 C -1.337

---

# CH24O15

A 13-piece molecular cluster, CH24O15 overall in a non-equilibrium geometry (ωB97M-V/def2-TZVPD, OMol25).

Properties
total charge	-2
energy relative to the best compared isomer or geometry (same formula, charge and spin)	0.242	eV

Atoms and positions in Å:
C -26.05 -20.93 6.25
O -27.14 -20.27 6.28
O -24.98 -20.48 5.74
O -25.98 -22.13 6.69
O -28.13 -20.53 3.75
H -28.92 -20.05 4.00
H -27.52 -20.38 4.50
O -25.12 -23.26 9.25
H -24.31 -22.75 9.30
H -25.47 -23.07 8.37
O -25.30 -24.70 6.37
H -25.68 -23.81 6.49
H -24.71 -24.60 5.62
O -27.54 -17.60 6.42
H -27.23 -18.52 6.47
H -27.78 -17.48 5.50
O -24.16 -20.37 8.98
H -24.40 -20.99 8.28
H -23.38 -19.93 8.65
O -25.07 -19.97 2.98
H -25.95 -20.24 2.73
H -24.97 -20.29 3.90
O -22.12 -19.58 5.45
H -23.09 -19.61 5.46
H -21.88 -19.64 6.38
O -29.14 -20.83 7.97
H -28.90 -19.91 8.14
H -28.61 -21.06 7.18
O -26.68 -23.02 3.74
H -26.25 -22.85 4.59
H -27.39 -22.37 3.70
O -28.45 -23.47 6.87
H -27.61 -23.00 6.67
H -28.42 -24.23 6.29
O -24.77 -17.62 6.15
H -25.64 -17.51 6.55
H -24.66 -18.58 6.09
O -22.93 -22.33 6.47
H -22.47 -21.93 5.73
H -23.84 -21.99 6.39

Results of the Mulliken charge analysis, in e, for atoms 1 through 5:
1 C -0.302
2 O -0.641
3 O 0.335
4 O -0.012
5 O -0.747

---

# H20O10

A 10-piece molecular cluster, H20O10 overall in a non-equilibrium geometry (ωB97M-V/def2-TZVPD, OMol25).

Properties
total charge	0
energy relative to the best compared isomer or geometry (same formula, charge and spin)	5.181	eV

Atoms and positions in Å:
O 2.58 0.92 -1.21
H 2.15 0.80 -2.15
H 1.88 0.66 -0.55
O 1.94 2.39 1.73
H 1.61 1.49 1.70
H 2.82 2.14 2.04
O -1.87 0.38 1.98
H -1.31 0.34 1.21
H -1.61 1.35 2.12
O 2.97 -1.76 -1.02
H 2.11 -2.07 -1.28
H 2.96 -0.85 -1.22
O -2.25 1.74 -1.51
H -2.56 2.22 -2.21
H -3.02 1.61 -1.03
O -0.12 0.25 -0.27
H -0.07 -0.73 -0.34
H -0.80 0.42 -0.80
O 0.24 -2.35 1.73
H 1.09 -1.83 1.50
H 0.24 -2.15 2.64
O 0.36 -2.75 -1.14
H 0.19 -2.58 -0.21
H -0.33 -3.36 -1.26
O -2.47 -1.88 0.04
H -3.13 -1.39 -0.02
H -2.65 -2.39 0.81
O -0.15 3.35 -0.61
H -0.15 3.22 0.28
H -0.66 2.81 -0.97

Results of the Mulliken charge analysis, in e, for atoms 1 through 5:
1 O -0.766
2 H 0.336
3 H 0.326
4 O -0.577
5 H 0.238

---

So what do the calculations give for orbital gap? Going down the list: 0.17498, 0.29944, 0.38302 hartree.
So what do the calculations give for E_HOMO? Going down the list: -0.044, -0.107, -0.387 Eh.